ORCA calculation (ωB97M-V/def2-TZVPD) on a molecular structure, C4H8O2.

The geometry in XYZ format:
```
14
Properties=species:S:1:pos:R:3:forces:R:3
O 1.778 -0.225 -0.560 0.01 -0.15 -0.07
O -1.128 -0.656 0.830 0.18 -0.32 -0.03
C -0.835 0.648 -1.268 0.00 -0.02 0.02
C 0.539 -1.097 1.333 0.04 0.27 0.19
C 0.969 0.129 0.546 -0.08 0.11 0.14
C -0.473 0.510 0.189 0.03 0.18 -0.06
H 0.423 -0.880 2.401 0.02 0.03 -0.09
H 1.489 0.927 1.087 -0.05 -0.12 -0.04
H 1.766 -1.194 -0.554 0.08 0.08 -0.03
H -1.107 -1.405 0.219 -0.33 0.10 -0.15
H -0.371 1.553 -1.674 -0.04 -0.12 0.07
H -0.449 -0.198 -1.843 -0.06 0.10 0.07
H -0.830 1.358 0.778 0.06 -0.13 -0.07
H -1.920 0.724 -1.397 0.14 -0.01 0.06
```
Forces are in eV/Å.

As for the charge: 0. For the energy above the lowest of the compared OMol25 structures with the same formula, charge and spin, the calculation gives 4.733 eV. The value obtained for the molecular weight is 88.1 g/mol. As for the calculated total energy: -8368.5488 eV.

So, what does the Löwdin scheme give us? The charges, in e, come out as: -0.0595 -0.0563 -0.0318 0.0876 -0.4300 -0.3086 0.0389 0.1398 0.0792 0.1173 0.0970 0.0869 0.1518 0.0877

=====

ORCA calculation (ωB97M-V/def2-TZVPD) on C4H8O2 in the gas phase.

The geometry in XYZ format:
```
14
Properties=species:S:1:pos:R:3:forces:R:3
O 1.429 -1.035 -0.385 0.12 -0.07 0.17
O 0.020 0.210 2.152 -0.09 0.17 0.02
C -0.509 -0.576 1.098 -0.12 -0.25 -0.26
C 0.234 1.100 -0.663 0.10 0.22 0.03
C -0.420 0.030 -1.503 -0.12 -0.08 -0.10
C 0.228 -0.328 -0.202 -0.22 0.17 0.01
H -1.499 0.051 -1.631 0.16 -0.06 0.14
H 0.142 -0.300 -2.373 -0.16 0.01 0.15
H -0.384 -1.615 1.424 -0.09 0.07 -0.14
H 1.604 -1.565 0.398 0.05 0.13 0.04
H -1.588 -0.394 0.968 0.21 0.00 -0.03
H -0.438 1.791 -0.155 0.15 -0.06 -0.10
H -0.058 1.133 1.873 0.14 -0.19 0.15
H 1.186 1.519 -0.966 -0.13 -0.06 -0.08
```
Forces are in eV/Å.

As for the charge: 0. Its structure (SMILES) is OCC1(O)CC1. For the energy above the lowest of the compared OMol25 structures with the same formula, charge and spin, the calculation gives 1.995 eV. The value obtained for the molecular weight is 88.1 g/mol. As for the calculated total energy: -8371.2871 eV.

So, what does the Löwdin scheme give us? The charges, in e, come out as: 0.0202 -0.0527 -0.1905 -0.0789 -0.0603 -0.5040 0.1038 0.1100 0.1291 0.0958 0.1304 0.1049 0.0795 0.1126

=====

ORCA calculation (ωB97M-V/def2-TZVPD) on C4H8O2 in the gas phase in a non-equilibrium geometry.

The geometry in XYZ format:
```
14
Properties=species:S:1:pos:R:3:forces:R:3
O 2.076 0.228 -0.800 0.14 0.72 0.27
O 0.308 -0.701 1.903 0.03 -0.32 0.01
C 0.032 0.069 0.748 0.16 0.20 -0.22
C -1.498 0.252 0.583 0.19 -0.10 -0.13
C 0.953 0.401 -1.631 -0.20 0.26 -0.33
C 0.829 -0.448 -0.455 0.70 0.35 0.26
H 0.106 -1.620 1.683 0.02 0.11 0.20
H -1.904 0.640 1.530 0.23 -0.17 -0.28
H -2.013 -0.692 0.362 0.19 0.09 0.03
H 1.240 -1.448 -0.533 -1.56 -0.78 0.13
H 0.934 0.001 -2.642 0.34 -0.01 0.12
H 0.586 1.419 -1.522 -0.43 -0.10 -0.26
H -1.765 0.968 -0.205 0.23 -0.17 0.10
H 0.468 1.057 0.935 -0.06 -0.07 0.10
```
Forces are in eV/Å.

As for the charge: 0. Its structure (SMILES) is C[C@@H](O)[C@H]1CO1. For the energy above the lowest of the compared OMol25 structures with the same formula, charge and spin, the calculation gives 2.538 eV. The value obtained for the molecular weight is 88.1 g/mol. As for the calculated total energy: -8370.7439 eV.

So, what does the Löwdin scheme give us? The charges, in e, come out as: -0.0525 -0.0325 -0.3878 -0.0361 -0.1417 -0.2128 0.0947 0.0835 0.0792 0.1492 0.1133 0.1168 0.0757 0.1509

=====

ORCA calculation (ωB97M-V/def2-TZVPD) on C4H8O2 in the gas phase.

The geometry in XYZ format:
```
14
Properties=species:S:1:pos:R:3:forces:R:3
O 0.251 0.418 -1.238 -0.16 -0.12 0.00
O 1.317 -0.057 0.726 -0.11 0.25 0.09
C -2.284 -0.218 0.097 -0.14 0.06 -0.07
C -1.024 0.328 0.729 0.20 -0.30 0.26
C 2.507 -0.200 -0.040 0.23 0.06 -0.14
C 0.162 0.226 0.105 -0.33 0.07 0.31
H 3.317 -0.241 0.691 -0.11 0.06 -0.15
H -2.523 -1.154 0.623 -0.10 0.20 -0.12
H -3.170 0.420 0.163 0.13 0.06 0.00
H -0.531 0.981 -1.361 0.34 -0.21 -0.64
H -1.029 0.489 1.798 0.14 -0.41 0.10
H 2.648 0.639 -0.723 0.04 -0.05 0.08
H 2.502 -1.133 -0.617 -0.12 0.18 0.12
H -2.143 -0.498 -0.954 0.00 0.15 0.17
```
Forces are in eV/Å.

As for the charge: 0. Its structure (SMILES) is C/C=C(\O)OC. For the energy above the lowest of the compared OMol25 structures with the same formula, charge and spin, the calculation gives 2.163 eV. The value obtained for the molecular weight is 88.1 g/mol. As for the calculated total energy: -8371.1191 eV.

So, what does the Löwdin scheme give us? The charges, in e, come out as: 0.0650 -0.0425 -0.1138 -0.1130 -0.0589 -0.4426 0.0934 0.0734 0.0634 0.1207 0.0971 0.0903 0.0969 0.0705

=====

ORCA calculation (ωB97M-V/def2-TZVPD) on a molecular structure, C4H8O2 in a non-equilibrium geometry.

The geometry in XYZ format:
```
14
Properties=species:S:1:pos:R:3:forces:R:3
O 2.115 1.086 -0.022 1.19 -1.64 1.72
O -1.653 -0.512 -0.875 -0.21 -0.07 -0.15
C 1.231 -0.001 -0.063 -0.78 -2.84 1.01
C -1.025 -0.972 0.330 -0.08 -0.25 0.27
C -1.065 0.790 -0.720 -0.01 0.40 -0.11
C -0.156 0.282 0.402 -0.13 0.02 -0.05
H -0.493 -1.924 0.187 -0.11 0.18 0.01
H -0.569 1.140 -1.633 -0.09 -0.07 0.13
H -1.734 -1.077 1.158 -0.03 -0.02 -0.11
H -1.796 1.537 -0.392 0.00 -0.11 -0.08
H 1.298 -0.584 -0.984 -0.32 0.10 -0.24
H 2.389 0.289 0.634 2.31 4.21 -0.72
H 1.719 -0.775 0.779 -1.74 0.23 -1.51
H -0.142 0.857 1.334 -0.01 -0.15 -0.19
```
Forces are in eV/Å.

As for the charge: 0. For the energy above the lowest of the compared OMol25 structures with the same formula, charge and spin, the calculation gives 4.361 eV. The value obtained for the molecular weight is 88.1 g/mol. As for the calculated total energy: -8368.9203 eV.

So, what does the Löwdin scheme give us? The charges, in e, come out as: -0.0850 -0.1038 -0.3305 -0.1553 -0.1380 -0.2461 0.1228 0.1280 0.1202 0.1210 0.1391 0.1058 0.1706 0.1513

=====

ORCA calculation (ωB97M-V/def2-TZVPD) on 2 unconnected molecules or ions with the total composition C4H8O2 in a non-equilibrium geometry.

The geometry in XYZ format:
```
14
Properties=species:S:1:pos:R:3:forces:R:3
O -1.560 0.789 -1.048 -0.70 -1.32 -0.16
O 1.295 1.456 -0.445 -0.51 0.47 -0.21
C -0.594 -0.158 -0.682 2.62 0.62 1.61
C 0.602 0.514 0.321 -2.02 -1.35 -1.04
C 1.626 -0.459 0.822 -3.01 -2.52 0.61
C -1.986 -0.484 -0.362 0.52 1.42 0.04
H 2.220 -0.894 0.003 -0.53 -0.17 0.35
H 2.324 -0.026 1.563 -0.81 -0.58 0.09
H 0.484 -1.516 1.303 3.78 2.50 -0.82
H -2.400 -0.235 0.610 0.13 -0.28 0.02
H 0.599 2.017 -0.804 0.21 0.40 -0.25
H -0.118 -0.729 -1.486 -0.14 0.22 -0.07
H 0.032 0.963 1.152 0.24 0.05 -0.17
H -2.524 -1.238 -0.947 0.23 0.54 0.00
```
Forces are in eV/Å.

As for the charge: 0. For the energy above the lowest of the compared OMol25 structures with the same formula, charge and spin, the calculation gives 4.707 eV. The value obtained for the molecular weight is 88.1 g/mol. As for the calculated total energy: -8368.5747 eV.

So, what does the Löwdin scheme give us? The charges, in e, come out as: -0.0686 -0.0321 -0.2875 -0.4494 -0.0347 -0.0510 0.0599 0.0646 0.2196 0.1052 0.0936 0.1382 0.1325 0.1098